Below is the molecule C7H13NOS at a distorted geometry, with properties calculated with wB97M-V/def2-TZVPD.

Structure (XYZ):
```
23
Properties=species:S:1:pos:R:3:lowdin_charge:R:1
C -1.13118 2.75491 1.07330 -0.1003
N -1.79598 1.95586 0.04688 0.0013
C -1.17941 1.20712 -0.90487 -0.4591
O -1.90564 0.66180 -1.76754 -0.0435
C 0.31522 0.79745 -0.69970 -0.1089
C 0.45609 -0.73554 -0.90554 -0.6485
S 0.27191 -1.24360 -2.49382 0.8670
C 0.82773 -1.60415 0.06484 -0.3389
C 1.13506 -2.98911 -0.31982 -0.0911
C 1.00410 -1.08572 1.55772 -0.0536
H -0.06831 3.13446 0.69160 0.1210
H -1.77778 3.59035 1.29647 0.0701
H -0.74033 2.27536 2.00475 0.0780
H -2.83231 1.95454 -0.12523 0.1695
H 0.98096 1.35448 -1.55151 0.1709
H 0.58923 1.10754 0.32390 0.0649
H -0.77703 -0.49955 -2.85307 -0.1090
H 2.13107 -3.18480 -0.11240 0.0720
H 0.88243 -3.15177 -1.36963 0.0262
H 0.51750 -3.54224 0.25355 0.0492
H 1.89199 -0.36209 1.69582 0.0893
H 1.12453 -1.97023 2.28594 0.0897
H 0.08014 -0.42507 1.80836 0.0839
```

Calculated values
ΔE to the lowest compared entry with this formula, charge and spin = 136.8 kJ/mol
Orbital gap = 8.49 eV
SMILES string = CNC(=O)CC(S)=C(C)C
HOMO = -7.83 eV
Largest force on an atom = 3.74 eV Å⁻¹

---

Below is a cluster of 13 separate species, C15H56N10O13 in total at a distorted geometry, with properties calculated with wB97M-V/def2-TZVPD.

Structure (XYZ):
```
94
Properties=species:S:1:pos:R:3:lowdin_charge:R:1
C -2.78295 2.38452 1.07751 -0.0746
C -3.34195 2.06152 2.52251 -0.2951
O -2.49195 2.58952 3.49951 -0.0698
H -2.63495 3.44952 1.00951 0.0573
H -3.64295 2.25452 0.44951 0.0514
H -1.83095 1.83852 0.75251 0.0727
H -3.47895 1.03552 2.69151 0.0408
H -4.39395 2.49152 2.47651 0.1384
H -2.71795 3.50952 3.67251 0.0913
C -0.25195 0.27552 -0.79749 -0.0539
C 0.46205 -1.04048 -0.79949 -0.2938
O 0.39105 -1.53348 0.49451 -0.0989
H -1.33995 0.17152 -0.66649 0.0610
H -0.17495 0.79952 -1.73349 0.0542
H 0.21705 0.89652 0.02651 0.0806
H 1.48705 -0.98548 -1.09149 0.0921
H -0.17295 -1.57148 -1.40849 0.0775
H 0.80605 -2.37348 0.58551 0.0415
C 0.71405 -0.26148 -4.24049 -0.6194
O 0.38005 1.06052 -4.23949 -0.1003
N -0.07295 -1.22748 -4.58449 0.1718
N 1.94205 -0.64648 -3.87249 0.1704
H -1.05295 -0.96448 -4.73049 0.1243
H 0.05005 -2.19248 -4.38449 0.1069
H 2.33105 0.05452 -3.23049 0.0646
H 2.26305 -1.62548 -3.76549 0.1297
C 1.39305 -0.22948 3.23251 -0.5533
O 0.35205 -1.17348 3.39851 -0.1371
N 1.73905 0.14952 2.00351 0.1774
N 2.11905 0.22752 4.16951 0.1913
H 1.08105 -0.23348 1.36251 0.0291
H 2.50705 0.73952 1.61551 0.1457
H 1.96605 -0.09748 5.10651 0.1299
H 2.69305 1.03752 4.00151 0.1243
C 4.72605 -1.21848 -0.80049 -0.6132
O 3.71305 -2.07848 -1.23649 -0.1264
N 5.79805 -1.61048 -0.17449 0.1400
N 4.77405 0.07152 -0.93849 0.1394
H 5.93505 -2.62848 -0.07849 0.1389
H 6.51205 -0.98848 0.20551 0.1146
H 4.05405 0.65952 -1.44449 0.0764
H 5.59705 0.65052 -0.63749 0.1337
C 1.89305 -4.23648 0.98451 -0.7220
O 3.09505 -4.52248 0.36451 -0.1418
N 0.77805 -4.53448 0.50151 0.1589
N 1.86005 -3.60548 2.10051 0.1610
H 0.72405 -4.79348 -0.50649 0.1622
H -0.11795 -4.31748 1.05651 0.0597
H 2.76605 -3.20348 2.45451 0.1567
H 1.04805 -3.49548 2.67851 0.0905
C -2.20995 -4.10148 0.50451 -0.5529
O -2.78495 -5.36948 0.17251 -0.1500
N -1.54995 -3.94548 1.63851 0.1038
N -2.28895 -2.94748 -0.11049 0.1814
H -1.39895 -4.66948 2.41351 0.1912
H -1.57295 -3.00748 1.96151 0.0525
H -2.42495 -2.96948 -1.12549 0.1322
H -1.74195 -2.11548 0.23051 0.1000
C 3.63005 2.29452 -3.05949 -0.1367
O 2.78805 1.56552 -2.23549 -0.1846
H 4.53305 2.55852 -2.54549 0.0593
H 3.12005 3.27552 -3.24549 0.1107
H 3.90405 1.64252 -3.94249 0.1141
H 2.03205 2.06952 -1.96749 0.0479
C -2.69895 2.06452 -3.10249 -0.1638
O -2.14195 3.05052 -3.92549 -0.1314
H -3.78495 2.13252 -3.18349 0.0804
H -2.35695 2.04152 -2.05249 0.0582
H -2.43495 1.12952 -3.61649 0.0731
H -1.88995 2.71352 -4.81149 0.1063
C -4.49295 -0.35148 -0.40749 -0.1304
O -4.73795 -0.33648 1.04251 -0.1288
H -4.42995 -1.33348 -0.90749 0.0644
H -3.47795 -0.01648 -0.68749 0.0515
H -5.32095 0.12352 -0.83549 0.0597
H -3.81995 -0.39148 1.41451 0.0299
C 0.07805 3.58852 -1.10449 -0.2142
O 0.42805 3.24652 -2.34949 -0.1315
H 0.62705 3.00952 -0.32349 0.0608
H -1.00495 3.36652 -1.02549 0.0687
H 0.15705 4.71452 -0.98349 0.1136
H -0.28795 3.15152 -3.00249 0.0659
C 0.49005 3.55152 2.22451 -0.1540
O 1.65905 3.99452 1.52951 -0.1387
H 0.43205 3.93852 3.28751 0.0997
H 0.50405 2.46552 2.19051 0.0502
H -0.37095 3.90952 1.65251 0.0603
H 2.36205 3.35752 1.66251 0.0549
C -2.78495 -1.50548 3.39951 -0.1602
O -2.07795 -1.23548 2.24251 -0.1601
H -2.99295 -0.58748 3.88151 0.0703
H -2.30395 -2.13348 4.08251 0.0628
H -3.74995 -2.09748 3.30751 0.1265
H -1.27895 -0.86048 2.57951 0.0303
```

Calculated values
ΔE to the lowest compared entry with this formula, charge and spin = 765.5 kJ/mol
Orbital gap = 8.00 eV
HOMO = -8.30 eV
Largest force on an atom = 11.21 eV Å⁻¹

---

Below is a structure of composition C6H9N3 at a distorted geometry, with properties calculated with wB97M-V/def2-TZVPD.

Structure (XYZ):
```
18
Properties=species:S:1:pos:R:3:lowdin_charge:R:1
C 0.12030 1.79581 -2.04042 -0.1741
C 1.02600 0.77302 -1.85668 -0.0682
C -0.58001 0.82173 -0.34497 -0.3507
C 0.48071 -0.69142 0.32330 -0.2792
C 0.35209 -2.21154 0.01367 -0.0050
C -1.12155 0.43417 2.05220 -0.0313
N -0.85105 1.86998 -1.08276 0.1140
N 0.55206 0.15721 -0.76095 0.0016
N -0.84695 -0.03523 0.69659 -0.0137
H 0.09778 2.65815 -2.64490 0.0786
H 1.98993 0.65236 -2.39203 0.1160
H 1.24220 -0.41842 1.05004 0.1535
H -0.68121 -2.38851 -0.49232 0.1259
H 0.55005 -2.58523 0.98501 0.0526
H 1.16055 -2.47924 -0.65541 0.0674
H -1.60332 -0.31913 2.65384 0.0837
H -0.22905 0.66976 2.55990 0.0670
H -1.65854 1.29655 1.93590 0.0619
```

Calculated values
ΔE to the lowest compared entry with this formula, charge and spin = 209.0 kJ/mol
Orbital gap = 8.51 eV
HOMO = -7.68 eV
Largest force on an atom = 2.95 eV Å⁻¹

---

Below is a cluster of 11 separate species, C22H33N11 in total at a distorted geometry, with properties calculated with wB97M-V/def2-TZVPD.

Structure (XYZ):
```
66
Properties=species:S:1:pos:R:3:lowdin_charge:R:1
C 2.95728 -1.26364 1.96709 -0.0855
C 2.88788 0.15977 2.28704 -0.2744
N 2.79449 1.28601 2.51497 0.1446
H 2.04237 -1.56430 1.45658 0.0356
H 3.23966 -1.97412 2.74399 0.0832
H 3.74299 -1.42412 1.22884 0.0772
C -1.32025 1.77326 -3.30129 -0.0574
C -2.15654 2.30218 -2.17164 -0.2622
N -2.80895 2.74574 -1.36847 0.1563
H -0.62706 0.98095 -3.01873 0.0429
H -0.86327 2.69094 -3.67158 0.0809
H -1.79103 1.26987 -4.14572 0.0611
C 2.47994 -2.77904 -2.14495 -0.0523
C 1.33544 -1.86238 -1.89467 -0.2424
N 0.38696 -1.21885 -1.69838 0.1534
H 3.36297 -2.51603 -1.56255 0.0729
H 2.72207 -2.80458 -3.20741 0.0665
H 2.28461 -3.77235 -1.74088 0.0768
C 2.76736 6.24762 0.53933 -0.0804
C 3.50895 7.50587 0.65829 -0.2786
N 4.08712 8.49676 0.78274 0.1175
H 2.87626 5.64373 1.44019 0.0797
H 3.12072 5.63688 -0.29148 0.0757
H 1.69037 6.40388 0.47794 0.0751
C 0.38886 1.39133 0.32901 -0.0651
C -0.25648 0.70542 1.44876 -0.2887
N -0.86626 0.23136 2.26817 0.1728
H 0.87457 2.33474 0.57835 0.0833
H -0.36899 1.40568 -0.45428 0.0455
H 1.16931 0.71316 -0.01606 0.0456
C -3.83900 -0.01747 3.89710 -0.0729
C -4.11193 -0.06851 2.47009 -0.3269
N -4.31045 -0.12610 1.33496 0.1381
H -2.97831 -0.66341 4.07054 0.0568
H -4.76567 -0.44952 4.27486 0.0860
H -3.76297 1.01505 4.23801 0.0732
C -0.64817 -3.42378 0.96059 -0.0548
C 0.73443 -3.86712 1.15831 -0.2503
N 1.89728 -4.07605 1.30712 0.1264
H -1.37302 -3.98640 1.54893 0.0617
H -0.86945 -3.55176 -0.09901 0.0738
H -0.64317 -2.40384 1.34503 0.0574
C -1.75859 -3.42349 4.59894 -0.0745
C -2.92554 -3.86374 3.80091 -0.2734
N -3.88507 -4.27457 3.26410 0.1333
H -1.10926 -2.93525 3.87224 0.0575
H -1.11345 -4.23274 4.94102 0.0817
H -1.96930 -2.90025 5.53164 0.0845
C -2.37926 -1.87565 -4.53760 -0.0544
C -1.62996 -2.84976 -3.76259 -0.2878
N -1.03374 -3.70547 -3.25886 0.1328
H -3.33883 -1.64109 -4.07683 0.0935
H -2.37462 -2.30889 -5.53779 0.0934
H -1.84037 -0.92936 -4.49032 0.0511
C -2.71938 3.06615 2.27015 -0.0918
C -1.95803 4.31680 1.98502 -0.2649
N -1.37257 5.26515 1.73003 0.1132
H -2.32305 2.51388 3.12221 0.0550
H -2.62778 2.42711 1.39189 0.0339
H -3.78754 3.19884 2.44197 0.0817
C 4.40511 -0.16849 -4.67206 -0.0779
C 3.75728 -1.15541 -5.54339 -0.2793
N 3.26539 -1.90763 -6.29518 0.1248
H 3.72082 0.38983 -4.03321 0.0765
H 4.92341 0.58972 -5.25906 0.0834
H 5.08311 -0.72251 -4.02285 0.0798
```

Calculated values
ΔE to the lowest compared entry with this formula, charge and spin = 184.1 kJ/mol
Orbital gap = 11.30 eV
SMILES string = CC#N.CC#N.CC#N.CC#N.CC#N.CC#N.CC#N.CC#N.CC#N.CC#N.CC#N
HOMO = -11.48 eV
Largest force on an atom = 4.61 eV Å⁻¹

---

Below is a structure of composition C46H42CrIN5P2Se at a distorted geometry, with properties calculated with wB97M-V/def2-TZVPD.

Structure (XYZ):
```
98
Properties=species:S:1:pos:R:3:lowdin_spin:R:1
Cr -0.44479 -0.29329 -1.19182 1.3231
I 1.99026 -0.09073 -2.61020 -0.0028
C 2.90635 -1.86227 -1.98460 -0.0028
C 3.02258 -2.82648 -2.93442 -0.0016
C 3.78480 -3.98249 -2.66033 0.0000
C 4.48534 -4.05714 -1.49752 -0.0006
C 4.40331 -3.02954 -0.52211 0.0001
C 5.25842 -3.05291 0.60570 0.0000
C 5.22635 -2.04659 1.51943 -0.0001
C 4.22419 -1.06220 1.42638 -0.0008
C 3.32419 -1.02338 0.39353 -0.0023
P 1.77804 -0.04184 0.76072 -0.0062
C 1.40178 -0.81820 2.38494 -0.0002
C 1.81403 -0.36157 3.63513 -0.0004
C 1.52509 -1.09681 4.77982 0.0000
C 0.83936 -2.30092 4.68840 -0.0002
C 0.43474 -2.76907 3.44448 0.0000
C 0.70886 -2.02567 2.30485 0.0004
C 2.48345 1.59707 1.14325 0.0001
C 3.52906 2.09777 0.36715 -0.0002
C 3.98221 3.39851 0.54809 0.0001
C 3.40931 4.20785 1.52094 -0.0005
C 2.37943 3.71291 2.30949 0.0000
C 1.91079 2.42212 2.11071 -0.0002
C 3.49900 -1.94243 -0.69561 -0.0011
H 2.55454 -2.70752 -3.90218 0.0000
H 3.84381 -4.77076 -3.39981 0.0000
H 5.14075 -4.89921 -1.30463 0.0000
H 5.95865 -3.87565 0.70867 0.0000
H 5.92212 -2.03062 2.34936 0.0000
H 4.13261 -0.34531 2.23373 -0.0001
H 2.38003 0.55398 3.73213 0.0000
H 1.84568 -0.72660 5.74631 0.0000
H 0.62911 -2.87452 5.58408 0.0000
H -0.10482 -3.70518 3.35387 0.0000
H 0.37727 -2.39178 1.34009 -0.0007
H 3.99930 1.46778 -0.37771 0.0000
H 4.78756 3.77771 -0.06970 0.0000
H 3.76850 5.21890 1.66849 0.0000
H 1.93507 4.33566 3.07704 0.0000
H 1.07890 2.06617 2.70816 0.0000
C -3.28401 -0.13025 3.67096 0.0017
C -2.04149 0.27273 3.21361 0.0003
C -1.75361 0.19954 1.85754 0.0071
C -2.68446 -0.29000 0.96750 0.0042
C -3.94650 -0.66986 1.41517 0.0015
C -4.23951 -0.58780 2.76445 0.0000
N -2.30628 -0.33626 -0.43063 0.0088
N -3.27863 -0.37439 -1.20019 -0.0142
C -2.90254 -0.31123 -2.55505 0.0041
C -3.91324 -0.34131 -3.51167 -0.0039
C -3.56920 -0.26145 -4.84939 0.0100
C -2.22612 -0.15542 -5.20608 -0.0063
C -1.22650 -0.12982 -4.24034 0.0058
C -1.54730 -0.20523 -2.88478 -0.0473
H -3.51376 -0.08630 4.72958 0.0001
H -1.28909 0.63697 3.90550 0.0000
H -0.80726 0.55575 1.48429 0.0040
H -4.67729 -1.03051 0.70585 0.0001
H -5.22087 -0.88291 3.11466 0.0000
H -4.94577 -0.43184 -3.18944 -0.0003
H -4.33493 -0.29010 -5.61464 0.0006
H -1.95648 -0.09045 -6.25403 -0.0007
H -0.19593 -0.06252 -4.56450 -0.0003
Se -0.24634 -2.66879 -1.32040 -0.2072
C -1.29284 -3.65091 -0.05065 -0.0220
C -0.60292 -4.55312 0.75607 -0.0103
C -1.29176 -5.29587 1.70835 -0.0004
C -2.66693 -5.15153 1.84711 -0.0049
C -3.35526 -4.27277 1.02072 0.0007
C -2.67266 -3.52441 0.06837 -0.0066
H 0.46895 -4.67132 0.63738 -0.0017
H -0.75115 -5.99585 2.33538 0.0000
H -3.20278 -5.73408 2.58658 -0.0003
H -4.43060 -4.17438 1.10934 0.0001
H -3.21820 -2.86245 -0.59085 -0.0006
C -0.15214 5.04902 -2.22866 -0.0002
N -1.05123 4.29081 -3.10011 -0.0010
C -2.43005 4.49423 -2.65099 -0.0001
N -2.63865 4.14113 -1.24416 -0.0014
C -1.69992 4.89942 -0.41961 -0.0002
N -0.30177 4.71224 -0.81198 -0.0014
C 0.15297 3.35183 -0.53646 -0.0016
P -0.81800 2.07122 -1.47795 -0.0163
C -0.70874 2.87311 -3.15462 -0.0011
C -2.51730 2.69922 -1.02707 -0.0022
H -0.37181 6.10878 -2.35275 0.0000
H 0.88059 4.86738 -2.52976 0.0000
H -3.10059 3.89789 -3.27197 0.0000
H -2.67664 5.54767 -2.77907 -0.0001
H -1.81886 4.59824 0.62213 0.0000
H -1.94281 5.95800 -0.50657 0.0000
H 0.05099 3.14281 0.52288 0.0000
H 1.20848 3.25677 -0.79349 0.0000
H -1.39007 2.35731 -3.82701 0.0001
H 0.30265 2.75118 -3.54827 0.0000
H -2.71851 2.45980 0.01787 0.0001
H -3.26056 2.18436 -1.63248 0.0001
```

Calculated values
Multiplicity = 2
Net charge = +1
Orbital gap (spin up / spin down) = 6.25 / 7.06 eV
HOMO (spin up / spin down) = -10.31 / -10.44 eV
Largest force on an atom = 1.23 eV Å⁻¹

---

Below is a cluster of 2 separate species, C2H3FNP in total at a distorted geometry, with properties calculated with wB97M-V/def2-TZVPD.

Structure (XYZ):
```
8
Properties=species:S:1:pos:R:3:lowdin_charge:R:1
H -3.19250 -0.18121 -1.14098 0.0854
N -2.59599 -0.25408 -0.23729 0.0349
C -1.35309 -0.18032 -0.23930 -0.7091
C -0.16268 -0.14802 0.45668 -0.3704
P 0.29703 -0.01386 -1.17524 0.9761
H 0.18256 -0.30186 1.38873 0.0019
F 3.37103 0.49132 0.01436 -0.1025
H 3.45365 0.58802 0.93304 0.0837
```

Calculated values
ΔE to the lowest compared entry with this formula, charge and spin = 156.9 kJ/mol
Orbital gap = 7.78 eV
SMILES string = [H]/N=c1/cp1.F
HOMO = -8.28 eV
Largest force on an atom = 3.48 eV Å⁻¹

---

Below is a cluster of 2 separate species, C3H7O3S2 in total at a distorted geometry, with properties calculated with wB97M-V/def2-TZVPD.

Structure (XYZ):
```
15
Properties=species:S:1:pos:R:3:lowdin_charge:R:1
C 0.08030 0.36296 1.14482 -0.2356
C -0.35642 1.87191 0.94776 -0.7776
O -0.60925 2.41423 2.00342 -0.0309
O -0.46512 2.25628 -0.21378 -0.0521
C -0.69181 -0.51549 0.17116 -0.5090
S -0.10243 -2.25811 0.58801 0.3896
S -0.23281 -3.64033 -1.00799 0.2262
H 1.14159 0.35889 1.02420 0.0800
H -0.23997 0.06870 2.22470 0.1246
H -1.75416 -0.46841 0.44216 0.0758
H -0.56826 -0.22157 -0.86730 0.0487
H 0.91242 -3.54972 -1.65629 -0.2470
H 0.18757 1.27684 -1.57472 0.0022
H 1.66839 1.12910 -1.29448 -0.0082
O 1.02996 0.91472 -1.93169 -0.0868
```

Calculated values
ΔE to the lowest compared entry with this formula, charge and spin = 67.3 kJ/mol
Net charge = -1
Orbital gap = 7.37 eV
HOMO = -4.60 eV
Largest force on an atom = 2.59 eV Å⁻¹